Below is a molecular structure, C14H16FeNO3 at a distorted geometry, with properties calculated with the ωB97M-V functional and the def2-TZVPD basis.

- Orbital gap (alpha / beta): 7.1 / 5.6 eV
- ΔE to the lowest compared entry with this formula, charge and spin: 17.57 kJ/mol
- Charge: +1
- Electronic energy: -56784.5720 eV
- Spin multiplicity: 5

Each line ends with the Mulliken charge.
Atoms and positions in Å:
C  1.70030  -2.65628  1.67516  -1.19
C  0.21254  -2.46545  1.64834  0.54
N  -0.48553  -1.39244  1.55587  -0.38
C  -1.99193  -1.73245  1.71028  -0.47
C  -2.07626  -3.24219  1.64261  -0.67
C  -0.62716  -3.75387  1.78554  -0.54
H  1.89739  -3.73385  1.73217  0.36
H  2.19153  -2.26288  0.77286  0.29
H  2.16074  -2.18309  2.55521  0.28
H  -2.37699  -1.38236  2.67609  0.29
H  -2.57035  -1.24261  0.91997  0.31
H  -2.71288  -3.63782  2.43197  0.32
H  -2.47092  -3.53697  0.67225  0.25
H  -0.35400  -4.48265  1.01290  0.35
H  -0.45316  -4.22127  2.76404  0.31
O  -0.81320  -0.05628  -3.36214  -0.29
C  -0.30551  0.77287  -2.71698  0.21
Fe  0.59079  2.10978  -1.95690  0.28
C  2.08875  1.62396  -2.85258  0.27
O  3.07011  1.30985  -3.38791  -0.23
C  0.17988  3.17219  -3.36329  0.26
O  -0.10745  3.88656  -4.23703  -0.24
C  0.79481  1.04906  -0.18165  0.28
C  -0.63809  1.29192  0.10706  -0.42
C  -0.96586  2.50140  -0.70703  -0.15
C  -0.12748  3.60840  -0.64529  -0.88
C  1.23387  3.40380  -0.41184  -0.28
C  1.69633  2.10404  -0.15892  -1.04
H  1.14663  0.02241  -0.11468  0.38
H  -1.24695  0.43070  -0.20701  0.12
H  -0.86673  1.33705  1.20489  0.56
H  -1.97615  2.61512  -1.09497  0.56
H  -0.50020  4.60026  -0.90549  0.51
H  1.94072  4.22806  -0.51894  0.52
H  2.76243  1.91502  -0.04457  0.54